Record 1
C38H44As2BMoN12O8S | the ωB97M-V functional and the def2-TZVPD basis

Results
- total energy (eV) = -209391.1633
- multiplicity = 4
- charge = +4
- orbital gap (spin up / spin down) (eV) = 4.89 / 5.67
- expectation value of S² = 3.78
- HOMO level (spin up / spin down) (eV) = -17.377 / -17.378

Element x y z (Å)
Mo (-2.5043, -0.2581, 1.0430)
C (-3.9210, 2.6270, 3.8061)
C (-3.2125, 1.4925, 3.5281)
N (-3.3720, 1.1662, 2.2087)
N (-4.1829, 2.1150, 1.6558)
C (-4.5250, 2.9869, 2.5878)
B (-4.6848, 2.0038, 0.1661)
N (-5.2394, 0.5515, -0.0066)
C (-6.4124, 0.1124, -0.4611)
C (-6.3647, -1.2768, -0.5782)
C (-5.0992, -1.6209, -0.1647)
N (-4.4049, -0.5109, 0.1861)
N (-3.4042, 2.0807, -0.7290)
C (-3.1059, 2.7697, -1.8312)
C (-1.7988, 2.4828, -2.2075)
C (-1.3552, 1.5696, -1.2706)
N (-2.3353, 1.3134, -0.3777)
N (-5.7036, 3.0467, -0.0726)
C (-5.6356, 4.3456, -0.5201)
C (-6.8193, 4.9459, -0.2271)
C (-7.5743, 3.9452, 0.4323)
N (-6.9074, 2.8123, 0.5404)
H (-4.0160, 3.1346, 4.7522)
H (-2.6155, 0.8818, 4.1859)
H (-5.1779, 3.8193, 2.3628)
H (-7.2195, 0.8007, -0.6573)
H (-7.1527, -1.9313, -0.9140)
H (-4.6439, -2.5981, -0.1092)
H (-3.8331, 3.4055, -2.3098)
H (-1.2612, 2.8753, -3.0555)
H (-0.3880, 1.0941, -1.1831)
H (-4.7603, 4.7618, -0.9922)
H (-7.1283, 5.9501, -0.4673)
H (-8.5761, 4.0234, 0.8294)
C (1.3348, 1.1289, 2.6628)
C (1.6350, 0.1637, 3.6143)
C (0.7376, -0.8753, 3.8316)
C (-0.4226, -0.9404, 3.0842)
N (-0.6865, -0.0188, 2.1267)
C (0.1744, 0.9977, 1.9366)
C (-1.5080, -1.9255, 3.3196)
C (-1.4086, -2.9780, 4.2015)
C (-2.5128, -3.7943, 4.4202)
C (-3.7017, -3.5126, 3.7658)
C (-3.7335, -2.4565, 2.8796)
N (-2.6567, -1.6909, 2.6296)
H (1.9677, 1.9915, 2.5133)
H (2.5453, 0.2330, 4.1972)
H (0.9301, -1.6061, 4.6046)
H (-0.0976, 1.7225, 1.1808)
H (-0.4847, -3.1654, 4.7298)
H (-2.4483, -4.6304, 5.1067)
H (-4.5932, -4.0996, 3.9379)
H (-4.6440, -2.1955, 2.3585)
C (-2.2433, -4.6620, -1.1248)
N (-1.9084, -3.6165, -2.1011)
C (-1.4908, -2.3915, -1.8786)
N (-1.2144, -1.5787, -2.8838)
S (-1.1816, -1.8285, -0.2384)
H (-1.5135, -5.4669, -1.1849)
H (-3.2286, -5.0624, -1.3526)
H (-2.2377, -4.2494, -0.1222)
H (-1.9543, -3.9104, -3.0698)
H (-1.2411, -1.9020, -3.8422)
H (-0.7205, -0.7163, -2.7198)
C (4.8783, -2.6978, -3.3683)
O (3.5380, -2.2381, -3.6725)
C (2.9707, -1.1835, -3.1405)
O (1.7986, -0.9439, -3.3422)
C (3.6919, -0.3356, -2.1075)
C (4.8457, 0.3041, -2.2863)
As (5.9794, 1.3462, -1.0178)
C (7.7441, 0.5608, -0.8963)
C (4.8434, 0.6772, 0.4340)
C (3.5780, 1.0658, 0.2451)
As (2.3143, -0.1796, -0.6226)
C (2.6036, -1.9217, 0.2297)
C (3.3999, 2.4650, -0.3070)
O (4.3320, 3.1683, -0.6462)
O (2.1349, 2.8399, -0.3910)
C (1.8750, 4.1787, -0.9131)
C (5.2812, -0.6506, 0.9713)
O (5.7954, -1.4789, 0.2608)
O (5.0681, -0.7635, 2.2697)
C (5.6503, -1.9332, 2.9199)
C (5.5820, 0.5531, -3.5721)
O (6.4748, 1.3798, -3.5238)
O (5.1732, -0.0844, -4.6295)
C (5.8643, 0.2180, -5.8872)
H (5.5336, -2.4267, -4.1885)
H (4.8125, -3.7772, -3.2957)
H (5.2425, -2.2846, -2.4295)
H (8.3601, 1.0625, -1.6356)
H (7.6775, -0.5077, -1.0873)
H (8.1233, 0.7577, 0.1045)
H (1.8656, -2.6011, -0.1932)
H (2.4065, -1.8225, 1.2990)
H (3.5980, -2.3278, 0.0762)
H (0.9524, 4.1067, -1.4779)
H (2.6899, 4.5067, -1.5469)
H (1.7601, 4.8610, -0.0757)
H (4.9189, -2.7377, 2.9260)
H (5.8909, -1.6233, 3.9296)
H (6.5424, -2.2533, 2.3915)
H (5.3254, -0.3336, -6.6459)
H (6.8963, -0.1127, -5.8175)
H (5.8298, 1.2868, -6.0727)

=====

Record 2
C38H44Cl8N3 | the ωB97M-V functional and the def2-TZVPD basis

Results
- total energy (eV) = -144755.3696
- charge = +1
- orbital gap (eV) = 6.63
- HOMO level (eV) = -10.469
- energy above the lowest of the compared OMol25 structures with the same formula, charge and spin (kcal/mol) = 212.0

Element x y z (Å)
C (-0.6576, -2.2957, 1.6438)
C (0.3007, -0.9730, 1.7796)
C (0.1197, 0.1471, 0.5982)
C (-1.4288, 0.5391, 0.2340)
C (-1.9901, 1.9052, 0.9451)
C (-1.9957, 1.8900, 2.5831)
C (-2.9363, 0.7377, 3.2704)
C (-4.5709, 0.9794, 3.0303)
C (-5.3178, -0.3113, 3.7120)
C (-5.9785, -1.3640, 2.5966)
C (-4.8725, -1.9125, 1.5094)
C (-5.5026, -2.3058, 0.0378)
N (-5.7808, -1.0724, -0.7927)
C (-6.5396, 0.2053, -0.5100)
N (-6.3866, 1.0429, -1.7621)
C (-5.5662, 0.2431, -2.7773)
N (-5.2115, -1.0665, -2.0627)
H (-1.7914, -2.0866, 1.9520)
H (-0.2982, -3.1439, 2.4028)
H (-0.6499, -2.7430, 0.5605)
H (0.2257, -0.4506, 2.8249)
H (1.4234, -1.3675, 1.6941)
H (0.7588, 1.1164, 0.8492)
H (0.6016, -0.2982, -0.3948)
H (-2.1991, -0.3234, 0.4138)
H (-1.4486, 0.7486, -0.9415)
H (-1.2548, 2.7858, 0.6187)
H (-3.0369, 2.1600, 0.4740)
H (-2.4261, 2.9471, 2.9269)
H (-0.8852, 1.8614, 3.0115)
H (-2.6170, -0.3654, 3.0044)
H (-2.7756, 0.8351, 4.4489)
H (-4.9643, 1.9398, 3.6183)
H (-4.7044, 1.0810, 1.8723)
H (-4.5395, -0.9593, 4.3344)
H (-6.1644, -0.0048, 4.4608)
H (-6.9728, -0.9591, 2.1217)
H (-6.2993, -2.3155, 3.2425)
H (-4.3960, -2.8963, 1.9753)
H (-3.9754, -1.1681, 1.3516)
H (-4.6393, -2.9041, -0.5298)
H (-6.4088, -3.0639, 0.1054)
H (-7.1151, 0.4617, 0.4760)
H (-6.7564, 2.0121, -1.9472)
H (-5.2514, 0.5243, -3.8727)
Cl (1.0642, -0.9920, 5.1802)
C (2.7713, -1.2546, 5.1325)
C (3.3336, -2.4679, 4.7189)
Cl (2.3724, -3.8088, 4.2059)
C (4.7237, -2.6223, 4.7106)
C (5.5504, -1.5705, 5.1103)
C (4.9904, -0.3603, 5.5171)
C (3.6032, -0.2026, 5.5288)
H (5.1698, -3.5620, 4.3931)
H (6.6307, -1.6956, 5.1038)
H (5.6334, 0.4607, 5.8258)
H (3.1755, 0.7447, 5.8491)
Cl (-5.5358, 3.7764, -4.5777)
C (-3.8287, 3.5139, -4.6254)
C (-3.2664, 2.3005, -5.0390)
Cl (-4.2276, 0.9596, -5.5520)
C (-1.8763, 2.1461, -5.0473)
C (-1.0496, 3.1979, -4.6476)
C (-1.6096, 4.4081, -4.2408)
C (-2.9968, 4.5658, -4.2291)
H (-1.4302, 1.2065, -5.3648)
H (0.0307, 3.0728, -4.6541)
H (-0.9666, 5.2291, -3.9321)
H (-3.4245, 5.5131, -3.9088)
Cl (6.1988, -1.5311, -0.0050)
C (5.3402, -0.0399, -0.1603)
C (4.3105, 0.3288, 0.7134)
Cl (3.8133, -0.6677, 2.0343)
C (3.6464, 1.5461, 0.5303)
C (4.0092, 2.3942, -0.5179)
C (5.0384, 2.0293, -1.3847)
C (5.7025, 0.8142, -1.2068)
H (2.8437, 1.8401, 1.2025)
H (3.4891, 3.3390, -0.6574)
H (5.3238, 2.6905, -2.1997)
H (6.5031, 0.5376, -1.8890)
Cl (4.4300, -0.1699, -3.6370)
C (5.5909, -1.2793, -4.2751)
C (5.6308, -1.6284, -5.6300)
Cl (4.5315, -0.9719, -6.7900)
C (6.5895, -2.5397, -6.0847)
C (7.5069, -3.0988, -5.1929)
C (7.4704, -2.7468, -3.8444)
C (6.5138, -1.8391, -3.3859)
H (6.6269, -2.8189, -7.1352)
H (8.2495, -3.8081, -5.5506)
H (8.1864, -3.1794, -3.1493)
H (6.4923, -1.5718, -2.3319)

=====

Record 3
C38H44KN9S3 | the ωB97M-V functional and the def2-TZVPD basis

Results
- total energy (eV) = -102362.4347
- orbital gap (eV) = 6.37
- HOMO level (eV) = -6.043
- energy above the lowest of the compared OMol25 structures with the same formula, charge and spin (kcal/mol) = 16.7

Element x y z (Å)
K (0.2754, 0.0457, -0.4936)
C (5.3802, -1.0647, 5.1425)
C (4.4449, -0.4492, 4.1363)
C (3.8245, 0.7799, 4.3581)
C (2.9211, 1.2987, 3.4587)
C (2.5553, 0.6560, 2.2490)
N (1.5723, 1.1597, 1.4513)
C (1.4551, 2.4983, 1.2462)
C (2.5898, 3.3371, 1.0780)
C (2.5015, 4.6724, 0.7483)
C (1.2686, 5.2965, 0.5527)
C (1.1601, 6.7490, 0.1709)
C (0.1451, 4.5072, 0.7249)
C (0.2101, 3.1602, 1.0760)
N (-1.0617, 2.5599, 1.3688)
C (-1.8950, 3.0204, 2.3311)
C (-3.0945, 2.3717, 2.1918)
C (-2.8981, 1.5309, 1.0857)
N (-1.6810, 1.6584, 0.5849)
C (3.2366, -0.5671, 2.0176)
C (4.1239, -1.0932, 2.9564)
N (3.1476, -1.3299, 0.7991)
C (4.2186, -1.7653, 0.0943)
C (3.7566, -2.6268, -0.8696)
C (2.3667, -2.6638, -0.6647)
N (2.0157, -1.8970, 0.3518)
H (5.8564, -0.2980, 5.7546)
H (6.1679, -1.6406, 4.6546)
H (4.8510, -1.7412, 5.8185)
H (4.0411, 1.3331, 5.2662)
H (2.4377, 2.2430, 3.6790)
H (3.5650, 2.8869, 1.2248)
H (3.4146, 5.2502, 0.6417)
H (2.0350, 7.3079, 0.5046)
H (0.2781, 7.2098, 0.6175)
H (1.0796, 6.8828, -0.9116)
H (-0.8410, 4.9427, 0.5973)
H (-1.5579, 3.7637, 3.0332)
H (-3.9744, 2.4846, 2.8002)
H (-3.5890, 0.8382, 0.6312)
H (4.5782, -2.0541, 2.7355)
H (5.2132, -1.4421, 0.3519)
H (4.3365, -3.1634, -1.6013)
H (1.5928, -3.1894, -1.2019)
C (-1.5814, -4.9195, 1.3962)
C (-1.6498, -3.4990, 1.9578)
S (-1.5465, -2.1218, 0.8046)
C (-3.0192, -2.2678, -0.2217)
C (-3.0040, -3.3262, -1.3295)
S (-1.5136, -3.2376, -2.3603)
C (-0.9181, -4.9511, -2.4588)
C (-1.0482, -5.8420, -1.2291)
S (-0.1972, -5.2488, 0.2618)
H (-2.5081, -5.1740, 0.8849)
H (-1.4932, -5.6074, 2.2389)
H (-0.8066, -3.3220, 2.6279)
H (-2.5586, -3.4061, 2.5575)
H (-3.1063, -1.2786, -0.6779)
H (-3.9047, -2.4147, 0.4025)
H (-3.8829, -3.1739, -1.9590)
H (-3.0860, -4.3260, -0.9156)
H (0.1394, -4.8348, -2.7044)
H (-1.3862, -5.4597, -3.3042)
H (-0.6204, -6.8116, -1.4897)
H (-2.0900, -6.0367, -0.9799)
N (-1.8672, 0.0321, -2.9182)
C (-2.2184, 1.2832, -3.4199)
C (-3.3996, 1.4809, -4.0952)
C (-3.7661, 2.7501, -4.5785)
C (-2.9502, 3.8305, -4.4026)
C (-1.7292, 3.6700, -3.7081)
C (-0.8261, 4.7378, -3.4956)
C (0.3281, 4.5201, -2.8064)
C (0.5790, 3.2256, -2.3044)
N (-0.2204, 2.2100, -2.4890)
C (-1.3639, 2.4047, -3.1947)
H (-2.3394, -0.7226, -3.3957)
H (-0.8673, -0.1465, -2.9044)
H (-4.0575, 0.6358, -4.2651)
H (-4.7052, 2.8585, -5.1061)
H (-3.2192, 4.8074, -4.7840)
H (-1.0714, 5.7190, -3.8854)
H (1.0413, 5.3110, -2.6194)
H (1.4689, 3.0509, -1.7042)
C (4.9455, -0.2454, -3.2744)
N (3.8477, 0.5542, -2.7534)
C (4.1584, 1.5164, -1.6995)
C (2.6033, 0.1224, -2.8616)
N (1.5131, -0.2397, -3.0001)
H (5.6409, 0.4043, -3.8079)
H (4.5582, -0.9909, -3.9640)
H (5.4767, -0.7512, -2.4653)
H (4.9224, 2.2045, -2.0621)
H (4.5203, 1.0125, -0.7999)
H (3.2654, 2.0839, -1.4431)

=====

Record 4
C38H44N3O3 | the ωB97M-V functional and the def2-TZVPD basis

Results
- total energy (eV) = -50724.7371
- charge = +1
- orbital gap (eV) = 8.03
- HOMO level (eV) = -10.188
- energy above the lowest of the compared OMol25 structures with the same formula, charge and spin (kcal/mol) = 0.0

Element x y z (Å)
O (0.2653, -3.4644, -0.1733)
C (-0.2682, -3.3353, -1.4893)
C (0.1069, -4.6481, -2.2041)
C (0.4082, -5.7743, -1.4318)
C (0.5885, -7.0188, -2.0532)
C (0.4601, -7.1448, -3.4360)
C (0.1286, -6.0234, -4.2096)
C (-0.0064, -4.7710, -3.5966)
C (-1.8020, -3.2557, -1.4106)
C (-2.2938, -2.3283, -0.5170)
C (-3.6458, -1.9947, -0.4747)
C (-4.5483, -2.7291, -1.2547)
C (-4.0712, -3.7398, -2.0973)
C (-2.6940, -3.9594, -2.2282)
C (0.2467, -2.0123, -2.1647)
C (1.6113, -2.0934, -2.8022)
C (2.0704, -0.6552, -3.0545)
C (1.1350, 0.3288, -2.3711)
N (0.2706, -0.5095, -1.4120)
C (0.3979, -0.2434, 0.0074)
C (-0.8790, 0.4983, 0.4729)
C (-1.2666, 1.6865, -0.1658)
C (-2.3744, 2.4021, 0.2800)
C (-3.1792, 1.8980, 1.3295)
N (-4.3355, 2.5482, 1.7316)
C (-4.8454, 2.2548, 3.0665)
C (-6.2312, 2.8493, 3.3096)
O (-6.3366, 4.1954, 2.8363)
C (-6.0540, 4.2814, 1.4389)
C (-4.6330, 3.8377, 1.1243)
C (-2.8143, 0.6709, 1.9225)
C (-1.6713, -0.0031, 1.5146)
C (1.6639, 0.5536, 0.4632)
C (2.9867, 0.1695, 0.1407)
C (4.0683, 0.9761, 0.5194)
C (3.9071, 2.1008, 1.3751)
N (4.9774, 2.8831, 1.7777)
C (4.8167, 3.7613, 2.9444)
C (6.1002, 4.4459, 3.4419)
O (7.2978, 3.7922, 3.0430)
C (7.3388, 3.5992, 1.6293)
C (6.2824, 2.5988, 1.2069)
C (2.5892, 2.4206, 1.7596)
C (1.5181, 1.6769, 1.2887)
H (0.8340, -2.7074, 0.0364)
H (0.4856, -5.6809, -0.3484)
H (0.8230, -7.8853, -1.4270)
H (0.6022, -8.1136, -3.9201)
H (-0.0279, -6.1123, -5.2869)
H (-0.2653, -3.8934, -4.1948)
H (-1.5701, -1.8503, 0.1463)
H (-3.9842, -1.1791, 0.1621)
H (-5.6118, -2.5012, -1.2070)
H (-4.7659, -4.3541, -2.6717)
H (-2.3345, -4.6615, -2.9853)
H (-0.5026, -1.7854, -2.9471)
H (2.3174, -2.6609, -2.1686)
H (1.5364, -2.6608, -3.7461)
H (3.0907, -0.5199, -2.6852)
H (2.0917, -0.4643, -4.1324)
H (1.6740, 1.1471, -1.8709)
H (0.4318, 0.7978, -3.0771)
H (-0.7016, -0.2617, -1.6516)
H (0.3991, -1.2173, 0.5216)
H (-0.6679, 2.0865, -0.9911)
H (-2.6052, 3.3567, -0.1828)
H (-4.9465, 1.1717, 3.1984)
H (-4.1675, 2.6421, 3.8539)
H (-6.9875, 2.1935, 2.8240)
H (-6.4173, 2.9190, 4.3943)
H (-6.7565, 3.6610, 0.8492)
H (-6.1802, 5.3462, 1.2073)
H (-3.9327, 4.6216, 1.4723)
H (-4.5444, 3.7509, 0.0356)
H (-3.4307, 0.2182, 2.6965)
H (-1.4221, -0.9598, 1.9857)
H (3.1923, -0.7628, -0.3985)
H (5.0660, 0.7099, 0.1653)
H (4.3971, 3.1946, 3.7993)
H (4.0995, 4.5635, 2.7054)
H (6.1066, 5.4862, 3.0721)
H (6.1308, 4.4318, 4.5404)
H (8.3356, 3.1828, 1.4394)
H (7.1970, 4.5475, 1.0828)
H (6.6187, 1.5986, 1.5199)
H (6.2013, 2.6107, 0.1172)
H (2.3917, 3.2709, 2.4078)
H (0.5140, 1.9976, 1.5824)